No. 1
C3H5NO2 | ωB97M-V/def2-TZVPD

## Properties
Orbital gap in eV: 11.26
E in eV: -8775.594
Multiplicity: 1
Energy above the lowest of the compared OMol25 structures with the same formula, charge and spin in eV: 2.101
Molar mass in g/mol: 87.08
Maximum force in eV/A: 1.59

```
11
Properties=species:S:1:pos:R:3:nbo_charge:R:1
O 1.60 0.18 0.66 -0.730
C 0.68 -0.49 -0.18 -0.084
C -0.62 0.22 0.08 0.000
O -0.55 1.59 -0.15 -0.686
C -1.76 -0.40 -0.63 0.233
N -2.69 -1.03 -0.37 -0.265
H 2.49 0.03 0.34 0.484
H 0.95 -0.42 -1.24 0.177
H 0.57 -1.56 0.08 0.181
H -0.92 0.00 1.10 0.201
H 0.25 1.87 0.30 0.488
```

No. 2
C3H5NO2 | ωB97M-V/def2-TZVPD

## Properties
Orbital gap in eV: 9.81
E in eV: -8775.638
Multiplicity: 1
Energy above the lowest of the compared OMol25 structures with the same formula, charge and spin in eV: 2.057
Molar mass in g/mol: 87.08
Maximum force in eV/A: 3.64

```
11
Properties=species:S:1:pos:R:3:nbo_charge:R:1
C 2.42 -0.17 0.09 0.233
C 0.60 1.33 -0.57 -0.462
C 0.99 0.13 -0.03 0.218
N 3.56 -0.28 0.25 -0.279
O 0.09 -0.73 0.39 -0.680
O -2.65 -1.02 0.10 -0.922
H -2.65 -0.70 1.01 0.475
H 1.25 2.14 -0.89 0.225
H -0.47 1.60 -0.61 0.199
H -0.84 -0.43 0.05 0.514
H -2.31 -1.89 0.22 0.478
```

No. 3
C3H5NO2 | ωB97M-V/def2-TZVPD

## Properties
Orbital gap in eV: 10.46
E in eV: -8774.405
Multiplicity: 1
Energy above the lowest of the compared OMol25 structures with the same formula, charge and spin in eV: 3.290
Molar mass in g/mol: 87.08
Maximum force in eV/A: 4.13

```
11
Properties=species:S:1:pos:R:3:nbo_charge:R:1
O 1.76 -1.38 -0.29 -0.525
C 1.61 -0.42 0.43 0.437
C 0.43 0.51 0.29 -0.349
N -0.50 0.03 -0.67 -0.716
C -1.95 -0.15 -0.35 0.481
O -2.40 -0.33 0.75 -0.530
H 2.33 -0.16 1.22 0.115
H -0.09 0.59 1.25 0.242
H 0.82 1.52 0.04 0.216
H -0.13 -0.63 -1.35 0.414
H -1.89 0.42 -1.31 0.214
```

No. 4
C3H5NO2 | ωB97M-V/def2-TZVPD

## Properties
Orbital gap in eV: 11.56
E in eV: -8775.636
Multiplicity: 1
Energy above the lowest of the compared OMol25 structures with the same formula, charge and spin in eV: 2.059
Molar mass in g/mol: 87.08
Maximum force in eV/A: 1.08

```
11
Properties=species:S:1:pos:R:3:nbo_charge:R:1
N 2.11 1.31 1.05 -0.446
C 0.95 1.32 0.98 0.553
O -0.34 1.34 0.95 -0.482
C -1.01 0.34 0.12 -0.082
C -0.24 -0.96 -0.05 -0.109
O 0.88 -0.84 -0.89 -0.714
H 1.62 -0.50 -0.37 0.492
H -1.19 0.80 -0.85 0.202
H -1.96 0.17 0.64 0.204
H 0.02 -1.38 0.94 0.182
H -0.93 -1.67 -0.53 0.200
```

No. 5
C3H5NO2 | ωB97M-V/def2-TZVPD

## Properties
Orbital gap in eV: 10.68
E in eV: -8775.834
Multiplicity: 1
Energy above the lowest of the compared OMol25 structures with the same formula, charge and spin in eV: 1.860
Molar mass in g/mol: 87.08
Maximum force in eV/A: 2.73

```
11
Properties=species:S:1:pos:R:3:nbo_charge:R:1
O -2.26 -0.06 0.07 -0.524
C -1.46 -0.90 -0.24 0.437
C -0.01 -0.60 -0.44 -0.342
N 0.28 0.74 -0.09 -0.677
C 1.34 1.08 0.76 0.537
O 1.83 0.42 1.65 -0.549
H -1.75 -1.95 -0.42 0.116
H 0.62 -1.25 0.18 0.246
H 0.26 -0.80 -1.50 0.214
H -0.50 1.40 -0.10 0.418
H 1.65 1.92 0.14 0.123
```

No. 6
C3H5NO2 | ωB97M-V/def2-TZVPD

## Properties
Orbital gap in eV: 11.04
E in eV: -8775.830
Multiplicity: 1
Energy above the lowest of the compared OMol25 structures with the same formula, charge and spin in eV: 1.864
Molar mass in g/mol: 87.08
Maximum force in eV/A: 0.53

```
11
Properties=species:S:1:pos:R:3:nbo_charge:R:1
O 0.29 1.27 1.28 -0.686
C 0.43 0.55 0.10 -0.001
C 0.93 -0.89 0.27 -0.082
O -0.23 -1.39 -0.45 -0.495
C -0.79 -0.14 -0.50 0.538
N -1.91 0.25 -0.90 -0.680
H 0.00 2.16 1.03 0.481
H 0.98 1.11 -0.67 0.183
H 1.86 -1.15 -0.24 0.189
H 0.93 -1.23 1.31 0.197
H -2.48 -0.53 -1.24 0.356
```

No. 7
C3H5NO2 | ωB97M-V/def2-TZVPD

## Properties
Orbital gap in eV: 11.27
E in eV: -8774.452
Multiplicity: 1
Energy above the lowest of the compared OMol25 structures with the same formula, charge and spin in eV: 3.243
Molar mass in g/mol: 87.08
Maximum force in eV/A: 2.50

```
11
Properties=species:S:1:pos:R:3:nbo_charge:R:1
N -2.10 0.00 0.40 -0.470
C -1.40 0.30 -0.48 0.584
O -0.52 0.90 -1.21 -0.473
C 0.74 0.75 -0.43 -0.101
C 0.59 -0.66 0.20 -0.102
O 0.08 -0.71 1.49 -0.723
H -0.95 -0.62 1.34 0.490
H -0.20 -1.07 -0.47 0.172
H 0.75 1.57 0.30 0.211
H 1.55 0.86 -1.16 0.210
H 1.46 -1.31 0.03 0.203
```

No. 8
C3H5NO2 | ωB97M-V/def2-TZVPD

## Properties
Orbital gap in eV: 10.79
E in eV: -8773.220
Multiplicity: 1
Energy above the lowest of the compared OMol25 structures with the same formula, charge and spin in eV: 4.475
Molar mass in g/mol: 87.08
Maximum force in eV/A: 1.31

```
11
Properties=species:S:1:pos:R:3:nbo_charge:R:1
C -1.15 -0.76 0.67 -0.643
C -0.08 0.12 0.10 0.278
N -0.31 1.32 -0.73 -0.296
O 1.20 0.29 0.70 -0.498
C 1.13 -0.13 -0.66 0.299
O 0.94 0.92 -1.55 -0.387
H -1.51 -0.46 1.66 0.227
H -0.73 -1.77 0.75 0.234
H -2.00 -0.80 -0.02 0.238
H 0.09 2.12 -0.22 0.355
H 1.76 -0.96 -0.91 0.193
```

No. 9
C3H5NO2 | ωB97M-V/def2-TZVPD

## Properties
Orbital gap in eV: 10.51
E in eV: -8774.527
Multiplicity: 1
Energy above the lowest of the compared OMol25 structures with the same formula, charge and spin in eV: 3.168
Molar mass in g/mol: 87.08
Maximum force in eV/A: 3.27

```
11
Properties=species:S:1:pos:R:3:nbo_charge:R:1
C 0.48 -0.90 -0.78 -0.644
C 1.34 0.14 -0.25 0.732
O 2.36 0.61 -0.66 -0.549
O 0.66 0.78 0.87 -0.538
C -0.69 0.71 1.03 0.407
N -1.45 -0.04 0.35 -0.726
H 0.03 -1.57 -0.02 0.264
H 0.08 0.20 -1.16 0.281
H 0.64 -1.41 -1.71 0.242
H -1.03 1.41 1.79 0.165
H -2.43 0.07 0.54 0.366
```

No. 10
C3H5NO2 | ωB97M-V/def2-TZVPD

## Properties
Orbital gap in eV: 10.24
E in eV: -8776.279
Multiplicity: 1
Energy above the lowest of the compared OMol25 structures with the same formula, charge and spin in eV: 1.416
Molar mass in g/mol: 87.08
Maximum force in eV/A: 0.80

```
11
Properties=species:S:1:pos:R:3:nbo_charge:R:1
O 0.40 1.71 -0.85 -0.690
C 0.21 0.68 0.06 0.006
C -1.07 -0.16 -0.12 -0.229
N -0.26 -1.35 0.12 -0.626
C 0.97 -0.70 0.05 0.648
O 2.09 -1.13 0.08 -0.565
H 1.17 2.21 -0.58 0.481
H 0.27 1.02 1.11 0.178
H -1.89 0.01 0.58 0.194
H -1.44 -0.12 -1.15 0.200
H -0.49 -2.10 0.75 0.402
```

No. 11
C3H5NO2 | ωB97M-V/def2-TZVPD

## Properties
Orbital gap (alpha / beta) in eV: 8.11 / 9.17
E in eV: -8767.880
Multiplicity: 1
Energy above the lowest of the compared OMol25 structures with the same formula, charge and spin in eV: 9.815
Molar mass in g/mol: 87.08
Maximum force in eV/A: 6.37

```
11
Properties=species:S:1:pos:R:3:nbo_charge:R:1
C 0.26 1.96 0.02 -0.227
C -0.90 0.04 -0.09 0.331
C -0.17 -1.22 -0.03 -0.754
N -2.23 0.27 0.00 0.349
O -2.68 1.41 0.03 -0.384
O -2.92 -0.76 0.00 -0.409
H -0.40 2.79 0.05 0.177
H 1.30 1.86 -0.16 0.154
H -0.03 -1.54 1.00 0.256
H 0.80 -1.13 -0.50 0.246
H -0.76 -1.98 -0.54 0.260
```

No. 12
C3H5NO2 | ωB97M-V/def2-TZVPD

## Properties
Orbital gap in eV: 12.23
E in eV: -8775.180
Multiplicity: 1
Energy above the lowest of the compared OMol25 structures with the same formula, charge and spin in eV: 2.515
Molar mass in g/mol: 87.08
Maximum force in eV/A: 1.10

```
11
Properties=species:S:1:pos:R:3:nbo_charge:R:1
O -2.55 -0.60 0.12 -0.950
C 0.06 0.75 0.27 -0.091
C 0.95 -0.41 0.13 -0.054
O -0.01 -0.09 -0.87 -0.476
C 2.34 -0.19 -0.23 0.241
N 3.44 0.02 -0.52 -0.275
H -2.86 0.24 -0.22 0.464
H 0.45 1.74 0.09 0.202
H -0.79 0.66 0.95 0.223
H 0.75 -1.32 0.71 0.235
H -1.77 -0.79 -0.43 0.480
```